[1]
C24H29N2O4S | ωB97M-V/def2-TZVPD

Its net charge is +1. The calculation puts the frontier orbital gap at 8.206 eV. The calculation puts the highest occupied orbital energy at -10.999 eV.

Last column: Mulliken charge in e.
Cartesian coordinates (Å):
C 1.169 -3.266 -0.900  -1.106
C -0.259 -2.975 -0.466  -0.552
H -0.965 -3.187 -1.281  0.336
H -0.526 -3.566 0.411  0.383
O -0.442 -1.628 -0.019  0.342
C -0.427 -0.645 -0.966  0.570
C -1.587 -0.319 -1.638  -0.383
C -1.640 0.771 -2.507  0.215
C -0.494 1.522 -2.711  -1.141
C 0.686 1.198 -2.065  -0.895
C 0.746 0.124 -1.178  0.438
O 1.819 -0.256 -0.490  0.001
C 3.046 0.438 -0.635  -0.947
C 4.109 -0.272 0.168  0.406
C 5.434 -0.209 -0.244  -0.725
C 6.422 -0.839 0.491  -0.567
C 6.091 -1.545 1.635  -0.470
C 4.770 -1.613 2.043  -0.754
C 3.778 -0.975 1.318  -0.106
H 2.749 -1.034 1.640  0.625
H 4.505 -2.163 2.933  0.446
H 6.862 -2.041 2.205  0.387
H 7.450 -0.783 0.165  0.402
H 5.694 0.336 -1.141  0.393
H 2.932 1.472 -0.273  0.451
H 3.341 0.471 -1.692  0.507
H 1.562 1.797 -2.253  0.552
H -0.509 2.361 -3.391  0.440
C -2.970 1.167 -3.077  -1.392
H -3.490 0.305 -3.499  0.448
H -2.872 1.937 -3.843  0.372
N -3.802 1.705 -1.949  0.170
H -4.791 1.755 -2.210  0.438
H -3.698 1.036 -1.157  0.061
C -3.337 3.017 -1.426  -0.446
H -3.831 3.824 -1.967  0.452
C -3.606 3.094 0.079  -1.397
C -2.878 1.970 0.773  0.929
C -3.533 0.771 1.050  -0.873
C -2.845 -0.284 1.632  -0.608
C -1.506 -0.140 1.921  0.654
C -0.839 1.039 1.652  -0.515
C -1.525 2.092 1.072  -1.040
H -1.014 3.020 0.862  0.477
H 0.208 1.109 1.897  0.503
S -0.643 -1.486 2.726  1.291
O 0.768 -1.338 2.563  -0.691
O -1.299 -2.723 2.432  -0.734
N -1.021 -1.076 4.312  -0.568
H -1.571 -1.784 4.770  0.272
H -0.204 -0.846 4.855  0.272
H -3.328 -1.221 1.856  0.575
H -4.597 0.675 0.869  0.426
H -3.249 4.056 0.444  0.454
H -4.678 3.039 0.276  0.314
H -2.260 3.073 -1.597  0.298
H -2.459 -0.935 -1.467  0.666
H 1.856 -2.970 -0.112  0.169
H 1.278 -4.330 -1.089  0.488
H 1.420 -2.723 -1.809  0.284

[2]
CH5INPS | ωB97M-V/def2-TZVPD

The calculation puts the frontier orbital gap (spin up / spin down) at 7.061 / 7.062 eV. The calculation puts the highest occupied orbital energy (spin up / spin down) at -8.629 / -8.631 eV.

Last column: Mulliken charge in e.
Cartesian coordinates (Å):
C -0.438 0.047 -1.422  -0.870
N -0.723 0.553 1.893  -0.641
P 0.491 -0.646 -0.065  0.359
S 0.680 -2.667 -0.059  -0.324
I 2.517 0.589 0.086  0.059
H -0.234 1.075 -1.606  0.358
H 0.033 -0.310 -2.406  0.339
H -1.480 -0.185 -1.324  0.292
H -0.606 0.085 2.838  0.215
H -0.239 1.458 2.065  0.213

[3]
C3H5N3OS | ωB97M-V/def2-TZVPD

The calculation puts the frontier orbital gap at 8.744 eV. The calculation puts the highest occupied orbital energy at -9.085 eV.

Last column: Mulliken charge in e.
Cartesian coordinates (Å):
C -2.222 1.279 0.294  -0.678
C -0.296 -0.492 -0.202  0.467
C 1.652 0.432 -0.089  0.560
H -2.384 1.830 -0.699  0.266
H -1.305 1.594 1.068  0.281
H -3.420 1.505 0.637  0.280
H 2.508 2.301 0.098  0.254
H 0.725 -1.696 1.335  0.347
N 0.325 0.668 -0.195  -0.447
N 2.692 1.184 -0.015  -0.666
N 0.630 -1.530 0.193  -0.333
O 1.985 -0.894 0.008  -0.281
S -2.021 -0.496 -0.151  -0.051

[4]
C4H5FO2 | ωB97M-V/def2-TZVPD

The calculation puts the frontier orbital gap at 10.767 eV. The calculation puts the highest occupied orbital energy at -10.568 eV.

Last column: Mulliken charge in e.
Cartesian coordinates (Å):
C 0.920 -0.265 0.335  0.032
C -0.323 -0.871 -0.482  -0.534
C -1.247 0.025 0.341  0.001
C 0.044 0.909 0.357  0.444
H 1.942 0.976 -0.374  0.334
H 0.840 -0.631 1.490  0.232
H -0.657 -1.984 -0.581  0.311
H -0.225 -0.333 -1.609  0.250
H -1.487 -0.440 1.216  0.379
O 2.139 0.035 -0.243  -0.523
O 0.370 2.022 -0.204  -0.633
F -2.317 0.556 -0.247  -0.292

Values for relative energy (zero: lowest compared OMol25 entry of this formula, charge and spin), eV, ordered as above
0.000 3.501 4.999 2.955
Values for maximum force, eV Å⁻¹, ordered as above
1.32 3.16 4.42 5.46
Values for molecular weight, g mol⁻¹, ordered as above
441.57 221.00 131.16 104.08